Entry 1:
Here is a molecular structure, C34H68O14 from the Open Molecules 2025 dataset. Energies are from ωB97M-V/def2-TZVPD.

```
! RIJCOSX wB97M-V def2-TZVPD def2/J DEFGRID3
* xyz 0 1
O -30.848 15.525 61.479
O -35.851 22.497 52.737
O -31.928 14.643 63.166
O -34.820 17.623 61.815
O -33.640 14.342 55.853
O -29.690 15.944 54.177
O -33.853 18.329 54.887
O -40.053 16.670 59.676
O -30.718 25.395 59.415
O -34.484 21.832 58.558
O -37.372 21.273 53.865
O -35.178 14.609 54.177
O -29.244 21.652 58.468
O -34.872 19.671 62.984
C -34.688 17.587 64.048
C -37.721 15.857 59.489
C -34.895 18.316 62.858
C -31.103 16.879 55.905
C -35.814 23.122 50.444
C -30.292 15.747 55.326
C -34.441 13.721 53.298
C -31.639 17.044 59.905
C -33.936 20.591 58.090
C -38.312 18.430 59.476
C -35.259 21.585 55.004
C -35.642 17.857 53.206
C -29.515 21.999 57.267
C -36.245 21.749 53.821
C -38.776 16.968 59.639
C -31.478 25.298 60.413
C -35.242 13.656 51.978
C -35.644 15.791 56.307
C -29.733 13.734 62.641
C -32.612 20.465 57.479
C -36.601 22.475 51.560
C -33.123 17.385 52.671
C -31.545 26.359 61.508
C -34.812 19.387 58.155
C -35.180 20.393 61.879
C -29.482 20.892 56.167
C -29.642 23.425 56.686
C -34.634 14.868 55.438
C -34.207 17.894 53.665
C -31.991 16.374 61.198
C -32.557 24.228 60.302
C -30.893 14.683 62.501
C -35.412 21.831 62.419
C -30.238 14.469 56.177
H -36.334 17.775 54.106
H -34.757 22.490 55.194
H -30.972 17.735 59.966
H -31.861 25.830 62.438
H -33.031 23.859 61.265
H -30.934 13.665 55.726
H -30.702 23.433 56.397
H -31.170 17.791 55.423
H -31.977 17.123 53.189
H -34.210 18.584 58.860
H -29.616 13.348 63.702
H -35.542 24.030 50.831
H -32.098 16.450 56.055
H -30.447 26.780 61.672
H -37.762 18.793 60.247
H -33.512 14.005 53.145
H -29.642 13.130 61.695
H -34.415 16.561 63.645
H -32.101 21.415 57.588
H -35.990 20.162 61.301
H -36.469 22.037 63.034
H -35.788 19.533 58.469
H -34.674 13.145 51.126
H -36.111 13.239 52.231
H -37.496 18.313 58.705
H -35.434 22.455 61.613
H -34.846 18.925 57.134
H -35.824 17.118 52.528
H -34.367 12.846 53.870
H -30.337 21.052 55.615
H -28.877 23.669 55.817
H -34.419 20.974 54.815
H -36.355 23.212 49.518
H -35.006 22.439 50.191
H -32.473 17.174 61.829
H -35.882 17.415 64.730
H -32.065 23.478 59.712
H -32.919 15.753 60.860
H -32.904 20.309 56.547
H -35.399 15.554 57.355
H -37.731 15.351 58.474
H -35.959 18.845 52.717
H -34.810 22.297 63.045
H -34.385 20.449 61.036
H -37.693 14.861 59.874
H -32.891 17.878 51.881
H -32.321 17.655 59.244
H -28.741 20.682 55.401
H -29.318 24.013 57.717
H -37.657 23.104 51.684
H -29.351 14.024 55.954
H -35.794 21.221 55.704
H -29.585 20.016 56.623
H -30.084 14.530 57.238
H -31.935 19.544 57.881
H -35.681 14.631 51.383
H -31.250 16.514 59.078
H -34.085 18.185 64.629
H -36.733 21.374 51.249
H -39.053 19.227 59.476
H -33.378 24.424 59.861
H -36.648 15.346 56.148
H -36.853 16.421 59.655
H -33.384 16.532 52.213
H -28.885 14.538 62.619
H -30.694 17.326 56.815
H -32.152 27.082 61.344
H -35.713 16.849 56.054
*
```

The value obtained for the energy above the lowest of the compared OMol25 structures with the same formula, charge and spin is 210.0 kJ/mol. The largest force on an atom is 0.17485 Eh/bohr. The calculation puts the frontier orbital gap at 9.713 eV. For the LUMO energy, the calculation gives 0.2 eV. The total energy comes out at -65009.640 eV.

These are the Löwdin partial charges, in e, on atoms 1 to 4: 0.00 -0.04 0.06 0.03


Entry 2:
Here is 10 unconnected molecules or ions with the total composition C34H68O33S3 from the Open Molecules 2025 dataset. Energies are from ωB97M-V/def2-TZVPD.

```
! RIJCOSX wB97M-V def2-TZVPD def2/J DEFGRID3
* xyz 0 1
S -3.005 2.303 -3.251
S 2.257 1.301 6.621
S 0.080 -0.010 2.247
O -2.869 -4.238 -4.719
O -3.362 3.028 8.623
O -1.387 -0.320 1.634
O 1.060 4.938 -5.727
O 1.909 2.918 -6.282
O 0.589 0.404 0.744
O 5.440 -5.709 0.844
O 1.056 -3.002 -3.969
O 1.202 0.399 6.967
O 2.251 -1.241 -4.308
O 8.746 -0.726 0.516
O 3.374 -5.897 1.720
O -2.314 2.139 6.980
O -2.395 1.116 -4.143
O 6.683 -0.275 0.596
O 3.450 1.360 7.408
O 1.653 2.791 6.486
O -3.766 3.833 6.597
O 2.533 1.181 5.047
O 4.438 -3.922 1.478
O 7.676 -0.407 -1.446
O -3.466 -2.944 -3.049
O 0.641 -1.152 -2.767
O -6.730 0.211 -0.603
O -7.741 -1.476 0.251
O 0.032 1.199 3.022
O -2.737 3.369 -4.468
O -2.188 2.554 -2.119
O 0.684 -1.216 2.720
O -4.428 2.261 -3.131
O -5.517 -1.466 0.387
O -3.843 -5.111 -2.877
O 1.057 3.345 -4.241
C 3.221 -3.213 1.749
C 0.221 -3.841 -3.223
C -3.471 -6.443 -3.160
C -4.976 3.025 10.414
C -0.445 0.862 -0.131
C 4.310 -5.228 1.366
C -7.827 -2.875 0.465
C -3.177 3.061 7.315
C 1.262 -1.756 -3.629
C -5.752 1.215 -0.362
C 0.654 4.270 -3.264
C 2.954 2.423 4.491
C -3.770 -2.740 -1.672
C 7.683 -0.471 -0.259
C -2.023 2.877 -5.594
C 3.197 0.423 -2.787
C 1.744 7.024 -6.654
C -7.514 -3.247 1.912
C -1.507 1.506 -5.171
C -1.763 2.124 5.690
C 9.962 -0.928 -0.175
C -3.362 -4.122 -3.636
C 1.503 5.562 -6.982
C -1.758 0.576 0.618
C 5.502 -7.119 0.675
C 4.370 0.218 1.075
C -6.539 -0.953 0.022
C 2.511 -2.820 0.442
C 2.563 0.131 -4.143
C 1.398 3.667 -5.505
C 2.202 3.490 5.358
C -4.407 3.777 9.227
C -2.516 -2.530 -0.869
C 5.375 -0.140 0.016
H 5.451 0.700 -0.674
H -7.396 -4.331 1.994
H 2.394 5.026 -7.294
H 10.189 -0.095 -0.840
H -2.754 2.862 -6.408
H -2.505 0.076 0.005
H -4.228 -3.614 -1.202
H 9.891 -1.810 -0.822
H -1.836 -1.777 -1.274
H -4.282 2.811 11.229
H 6.446 -7.323 0.176
H 3.118 -2.088 -0.086
H -0.511 1.641 -4.745
H 4.664 1.150 1.573
H 5.101 -1.116 -0.383
H 0.704 -4.165 -2.294
H -5.416 2.065 10.151
H 0.710 5.427 -7.714
H -4.154 -7.201 -2.799
H -6.577 -2.807 2.248
H -2.451 -6.590 -2.789
H -3.331 -6.546 -4.243
H 1.523 4.821 -2.877
H 2.817 7.131 -6.485
H -2.708 -2.395 0.194
H -0.029 5.055 -3.582
H 1.465 7.676 -7.479
H 0.079 -4.808 -3.704
H 2.504 -3.714 2.391
H -2.498 2.194 4.888
H -1.296 3.621 -5.918
H 4.392 -0.491 1.903
H 4.041 2.452 4.491
H -4.026 4.771 9.462
H -2.237 1.479 1.006
H 5.491 -7.633 1.635
H 1.442 4.057 4.829
H 2.708 -0.058 -1.939
H -5.229 3.903 8.520
H -4.506 -1.951 -1.575
H 4.684 -7.508 0.071
H -5.960 1.993 -1.088
H 1.510 -2.454 0.661
H -1.932 -3.455 -0.944
H 0.306 3.809 -2.342
H 4.257 0.184 -2.873
H -5.715 3.709 10.839
H 1.671 0.690 -4.431
H 10.780 -1.170 0.495
H 3.145 1.469 -2.469
H -5.774 1.610 0.658
H 2.324 -3.693 -0.187
H 2.878 4.171 5.883
H 3.350 0.399 0.742
H -7.205 -3.506 -0.170
H 3.314 0.501 -4.841
H -0.246 0.192 -0.970
H -0.752 -3.433 -2.960
H -0.432 1.889 -0.489
H -8.854 -3.188 0.279
H -1.325 1.140 5.508
H 1.220 7.368 -5.766
H -0.898 2.765 5.522
H 3.485 -2.291 2.258
H -8.284 -3.015 2.650
H -1.398 0.824 -6.009
H 2.563 2.478 3.478
H -4.761 0.770 -0.480
*
```

The SMILES is O=S1(=O)OCCO1.O=S1(=O)OCCO1.O=S1(=O)OCCO1.CCOC(=O)OC.CCOC(=O)OC.CCOC(=O)OC.CCOC(=O)OC.CCOC(=O)OC.CCOC(=O)OC.CCOC(=O)OC. The value obtained for the energy above the lowest of the compared OMol25 structures with the same formula, charge and spin is 0.0 kJ/mol. The largest force on an atom is 0.07524 Eh/bohr. The calculation puts the frontier orbital gap at 10.489 eV. For the LUMO energy, the calculation gives 0.1 eV. The total energy comes out at -136430.039 eV.

These are the Löwdin partial charges, in e, on atoms 1 to 4: 0.66 0.63 0.67 0.14


Entry 3:
Here is 4 unconnected molecules or ions with the total composition C34H69F4IN4O8PSi from the Open Molecules 2025 dataset. Energies are from ωB97M-V/def2-TZVPD.

```
! RIJCOSX wB97M-V def2-TZVPD def2/J DEFGRID3
* xyz 1 1
I -0.673 0.515 -3.837
P 0.190 2.612 -2.896
Si -2.230 -1.446 1.992
F -2.916 1.246 -0.630
F -3.757 3.080 0.773
F -2.858 4.554 -0.574
F -2.155 2.725 -2.007
O -1.702 1.957 2.888
O -2.602 0.218 1.822
O -6.004 -1.172 -4.999
O 1.621 2.703 -3.654
O 6.777 -1.130 -0.283
O 3.646 1.947 3.152
O 2.982 0.758 2.733
O -8.488 3.257 0.891
N -6.199 4.135 2.446
N 7.351 1.367 1.081
N -5.797 -2.945 -2.698
N 1.670 1.500 -0.585
C -1.240 -2.040 0.511
C -2.085 2.306 -0.728
C 3.229 -3.926 1.671
C 9.497 0.353 0.540
C -4.537 -0.935 -2.171
C 3.553 -0.885 -1.699
C 4.037 -2.555 3.655
C 3.092 0.622 1.330
C 4.434 -3.439 2.472
C -1.352 -1.759 3.610
C -3.880 -2.299 1.948
C -0.591 1.312 0.973
C 3.619 -4.623 0.370
C 7.441 -1.123 0.970
C 2.910 1.543 -1.399
C 0.465 1.895 -1.130
C -6.205 0.199 -4.713
C -4.761 -1.706 -4.604
C 7.594 -1.428 -1.403
C -6.947 5.072 1.603
C -9.763 3.566 1.422
C 4.194 -3.631 -0.667
C 2.995 0.369 -2.369
C 8.184 0.178 1.295
C -7.818 5.955 2.490
C -7.714 4.364 0.479
C 1.776 1.045 0.693
C 3.250 -3.403 -1.846
C 0.642 0.925 1.469
C -1.716 1.181 1.985
C -0.690 1.831 -0.325
C 3.525 -2.111 -2.619
C -2.609 3.485 0.192
C -4.672 -2.115 -3.127
H 4.555 -0.683 -1.317
H 2.912 -1.115 -0.841
H -3.951 -1.007 -4.864
H -8.513 6.553 1.898
H 4.954 -4.317 2.857
H -6.216 5.722 1.110
H -6.658 -2.458 -2.934
H -7.194 6.635 3.069
H -4.194 -1.282 -1.194
H 3.715 -3.152 4.508
H -6.981 3.955 -0.224
H -9.721 3.764 2.496
H 5.132 -2.895 1.834
H -6.615 0.352 -3.712
H -4.292 -2.427 2.946
H 3.270 -0.438 1.134
H 0.727 0.548 2.478
H 2.712 -1.969 -3.336
H -0.700 -2.955 0.748
H 4.449 -2.187 -3.192
H 6.951 -1.865 -2.168
H 3.765 1.503 -0.738
H -8.338 5.076 -0.077
H 2.564 -3.079 1.461
H -3.765 -2.724 -3.034
H 3.947 1.193 0.989
H 10.077 -0.570 0.534
H 4.363 -5.388 0.588
H 5.136 -4.017 -1.057
H -10.402 2.700 1.259
H -1.875 -2.578 4.103
H -3.816 -0.203 -2.541
H 8.059 -0.531 -1.818
H 2.737 -5.105 -0.052
H 4.535 1.626 3.368
H 10.098 1.128 1.013
H -0.561 -1.297 0.093
H -5.825 -3.797 -3.249
H 2.210 -3.373 -1.506
H 4.422 -2.695 -0.158
H -5.488 -0.428 -2.011
H 3.344 -4.254 -2.521
H 8.372 -2.152 -1.146
H -8.395 5.364 3.202
H -1.401 -0.900 4.279
H 9.331 0.661 -0.492
H -6.923 0.580 -5.437
H 8.421 0.135 2.362
H 3.203 -1.897 3.406
H -1.903 3.736 0.984
H 2.003 0.104 -2.733
H 2.677 -4.628 2.300
H -4.581 -1.662 1.402
H -10.204 4.429 0.915
H -4.624 -2.603 -5.214
H 6.651 -1.258 1.715
H 3.607 0.651 -3.226
H 8.109 -1.989 1.047
H -1.966 -2.269 -0.272
H 2.965 2.505 -1.889
H -3.828 -3.246 1.416
H 6.990 1.329 0.131
H 6.531 1.321 1.680
H -6.852 3.426 2.770
H -5.273 0.765 -4.811
H -0.319 -2.074 3.471
H 4.866 -1.937 4.000
H -5.541 3.626 1.866
H 1.843 1.914 -4.168
*
```

The largest force on an atom is 0.02101 Eh/bohr. The calculation puts the frontier orbital gap at 6.030 eV. For the LUMO energy, the calculation gives -4.4 eV. The total energy comes out at -94846.803 eV.

These are the Löwdin partial charges, in e, on atoms 1 to 4: 0.61 0.69 0.49 0.12


Entry 4:
Here is 9 unconnected molecules or ions with the total composition C34H70Cl16N3S from the Open Molecules 2025 dataset. Energies are from ωB97M-V/def2-TZVPD.

```
! RIJCOSX wB97M-V def2-TZVPD def2/J DEFGRID3
* xyz 1 1
Cl 7.964 3.176 -1.277
Cl 0.101 7.635 -0.568
Cl -5.536 -2.413 4.629
Cl 8.729 -0.099 -3.805
Cl -5.479 -6.765 -2.856
Cl -3.736 -11.134 2.483
Cl -8.232 -2.143 5.707
Cl -2.751 -7.616 1.396
Cl -1.427 -12.818 1.905
Cl -2.963 -5.308 -3.073
Cl 7.000 0.552 -6.060
Cl -4.441 -2.429 -6.194
Cl -2.549 -4.728 1.048
Cl 5.448 1.719 -1.060
Cl -0.387 6.114 -3.006
Cl -6.957 -3.886 -5.977
S -0.603 1.376 2.588
N 0.226 -0.037 -0.311
N 0.503 1.466 -2.416
N -0.860 2.052 -0.232
C -5.322 0.305 2.166
C 1.568 -3.935 2.072
C 3.277 6.489 -0.909
C -5.449 -3.451 -5.162
C -3.971 -6.329 -2.042
C -6.522 -1.761 5.944
C -2.028 -11.432 2.825
C -0.281 3.409 0.158
C 1.340 3.372 0.458
C 1.890 -3.541 0.481
C 0.380 -3.017 2.735
C 6.955 2.154 -0.246
C 1.206 -4.193 -2.119
C 3.486 4.952 -0.286
C 5.630 5.779 2.812
C -0.409 7.716 -2.258
C 4.502 6.996 2.652
C 3.205 7.590 0.326
C -3.114 1.584 1.092
C -1.512 1.253 0.913
C -3.909 2.052 3.577
C 0.856 -4.332 -0.524
C 2.262 3.939 -0.790
C -1.724 -1.449 -2.908
C -2.211 -1.277 -0.189
C -1.211 -3.007 -2.765
C -2.720 -0.940 -1.710
C -1.811 -6.295 0.691
C -3.768 0.861 2.414
C -1.085 -0.249 0.413
C 4.654 7.589 1.103
C 0.034 1.209 -1.148
C 0.422 -2.987 -2.904
C 8.057 1.199 -4.799
H -0.749 -0.814 1.408
H 2.543 -3.757 2.699
H 1.621 4.434 -1.658
H -0.201 1.753 -3.136
H -5.604 -0.335 3.133
H -6.046 1.232 2.066
H 3.493 5.060 0.899
H -0.801 -6.315 1.107
H 0.657 -3.140 -4.065
H -5.398 -0.443 1.259
H -3.164 -0.072 2.807
H 0.271 8.373 -2.804
H 5.481 6.930 0.572
H 1.282 -5.080 2.172
H 2.245 6.548 -1.481
H -1.820 -2.368 -0.026
H 2.818 3.005 -1.277
H 0.688 -0.862 -0.752
H 0.680 -1.882 2.716
H 1.531 4.127 1.362
H 4.554 4.532 -0.573
H 6.720 2.698 0.672
H 0.183 -3.293 3.876
H -1.767 -6.428 -0.393
H 6.738 6.184 2.662
H 3.415 6.568 2.855
H 4.208 6.675 -1.604
H 5.397 4.948 2.007
H 1.078 -5.179 -2.743
H -3.813 -1.313 -1.934
H -3.303 2.760 1.050
H 5.112 8.684 1.161
H 1.864 -2.359 0.330
H -3.422 -7.242 -1.799
H -2.881 2.248 4.142
H 8.877 1.748 -5.269
H 7.479 1.873 -4.162
H -0.897 0.216 3.361
H -1.618 -3.604 -3.716
H 2.994 -3.934 0.276
H -4.207 -5.785 -1.124
H 5.584 5.347 3.904
H 2.353 7.321 1.106
H -4.736 1.775 4.359
H -4.900 -4.364 -4.919
H -0.794 -0.731 -3.104
H -6.401 -0.675 5.974
H -5.685 -2.907 -4.244
H -6.187 -2.195 6.889
H -2.764 0.250 -1.788
H -4.250 3.048 3.024
H -0.927 3.809 1.062
H -3.653 1.099 0.144
H -2.358 -1.399 -3.917
H 1.741 2.323 0.802
H 4.696 7.824 3.463
H 3.006 8.680 -0.116
H 1.500 1.347 -2.713
H -1.425 8.116 -2.304
H 2.368 -3.926 -2.181
H -3.170 -1.166 0.513
H -0.478 4.172 -0.738
H -0.228 -4.013 -0.220
H 7.505 1.241 -0.003
H 0.962 -5.490 -0.257
H -0.667 -3.112 2.194
H -1.450 -10.546 2.550
H -1.628 -3.575 -1.831
H -1.908 -11.635 3.892
H 0.933 -1.975 -2.610
*
```

The value obtained for the energy above the lowest of the compared OMol25 structures with the same formula, charge and spin is 1358.4 kJ/mol. The largest force on an atom is 0.11749 Eh/bohr. The calculation puts the frontier orbital gap at 7.970 eV. For the LUMO energy, the calculation gives -3.9 eV. The total energy comes out at -252039.420 eV.

These are the Löwdin partial charges, in e, on atoms 1 to 4: 0.52 0.57 0.51 0.49


Q: Among the records above, which one has the highest frontier orbital gap?
A: C34H68O33S3


Q: Which of these has the lowest LUMO energy?
A: C34H69F4IN4O8PSi


Q: frontier orbital gap of number 4 (C34H70Cl16N3S)?
A: 7.970 eV


Q: Look up the LUMO energy of the second one.
A: 0.1 eV